[1]
Entry from the OMol25 dataset: a gas-phase ion, C2H4Br2 (charge +1) (wB97M-V/def2-TZVPD).

Geometry as ORCA input:
```
! wB97M-V def2-TZVPD RIJCOSX def2/J DEFGRID3
* xyz 1 2
Br 0.730 0.693 -2.203
C -0.146 0.608 -0.380
C 0.247 -0.567 0.467
Br -1.275 -1.155 1.754
H -1.217 0.697 -0.557
H 0.078 1.560 0.101
H 1.213 -0.347 0.922
H 0.371 -1.488 -0.103
*
```

Values from the calculation:
- E_HOMO (alpha / beta) (hartree) = -0.53773 / -0.53739
- HOMO-LUMO gap (alpha / beta) (hartree) = 0.330 / 0.146
- <S²> = 0.75


[2]
Entry from the OMol25 dataset: a gas-phase ion, C2H4Br2N (charge +1) (wB97M-V/def2-TZVPD).

Geometry as ORCA input:
```
! wB97M-V def2-TZVPD RIJCOSX def2/J DEFGRID3
* xyz 1 3
C -0.597 -0.459 0.545
C 0.740 -0.330 -0.550
N -0.055 0.836 -0.024
Br -2.367 -0.901 -0.024
Br 2.424 -0.913 0.066
H -0.218 -0.460 1.634
H 0.419 -0.550 -1.531
H -0.623 1.372 -0.769
H 0.276 1.405 0.653
*
```

Values from the calculation:
- E_HOMO (alpha / beta) (hartree) = -0.37017 / -0.55181
- HOMO-LUMO gap (alpha / beta) (hartree) = 0.238 / 0.229
- <S²> = 2.01


[3]
Entry from the OMol25 dataset: a molecular structure, C2H4BrCl2V (wB97M-V/def2-TZVPD).

Geometry as ORCA input:
```
! wB97M-V def2-TZVPD RIJCOSX def2/J DEFGRID3
* xyz 1 4
V -1.571 2.662 2.654
Br 0.223 0.980 3.329
Cl -1.436 -1.707 -0.238
C -0.031 -1.108 -1.144
C 0.627 0.083 -0.415
Cl -0.341 1.518 -0.708
H -0.387 -0.797 -2.126
H 0.654 -1.954 -1.207
H 1.592 0.405 -0.807
H 0.669 -0.082 0.662
*
```

Values from the calculation:
- E_HOMO (alpha / beta) (hartree) = -0.50184 / -0.50185
- HOMO-LUMO gap (alpha / beta) (hartree) = 0.241 / 0.248
- <S²> = 3.78


[4]
Entry from the OMol25 dataset: a single C2H4BrF2N molecule (wB97M-V/def2-TZVPD).

Geometry as ORCA input:
```
! wB97M-V def2-TZVPD RIJCOSX def2/J DEFGRID3
* xyz 0 1
C -0.290 -0.614 -0.083
C 0.475 0.328 0.814
N -0.610 -0.115 -1.439
F 0.306 -0.393 2.194
F 1.808 0.357 0.698
Br -0.166 2.134 1.054
H -1.241 -0.865 0.451
H 0.276 -1.480 -0.077
H -0.671 0.957 -1.490
H 0.114 -0.309 -2.123
*
```

Values from the calculation:
- E_HOMO (hartree) = -0.37903
- HOMO-LUMO gap (hartree) = 0.399
- SMILES = NCC(F)(F)Br


[5]
Entry from the OMol25 dataset: a molecular structure, C2H4BrI (wB97M-V/def2-TZVPD).

Geometry as ORCA input:
```
! wB97M-V def2-TZVPD RIJCOSX def2/J DEFGRID3
* xyz 0 3
C -0.457 0.059 -0.496
C 2.051 0.509 0.637
Br 2.334 2.151 -0.102
I 3.169 -1.134 -0.006
H -0.478 0.373 -1.459
H -0.209 -0.928 -0.283
H -0.966 0.649 0.294
H 1.268 0.321 1.256
*
```

Values from the calculation:
- E_HOMO (alpha / beta) (hartree) = -0.28515 / -0.36543
- HOMO-LUMO gap (alpha / beta) (hartree) = 0.291 / 0.333
- <S²> = 2.01


[6]
Entry from the OMol25 dataset: a single C2H4BrN molecule (wB97M-V/def2-TZVPD).

Geometry as ORCA input:
```
! wB97M-V def2-TZVPD RIJCOSX def2/J DEFGRID3
* xyz 0 1
C 2.063 0.061 -0.627
C -0.355 -0.392 -0.132
N 1.048 -0.823 -0.162
Br 3.745 -0.524 -0.617
H 1.910 1.007 -1.115
H -0.742 -0.192 -1.071
H -0.605 0.643 0.379
H -0.880 -1.284 0.224
*
```

Values from the calculation:
- E_HOMO (hartree) = -0.34899
- HOMO-LUMO gap (hartree) = 0.363
- SMILES = C/N=C/Br


no.,strongest force on any atom (Eh/bohr)
1,0.047
2,0.111
3,0.051
4,0.083
5,0.070
6,0.169